{
  "formula": "C35H33N3O4PPdS2Se",
  "method": "ωB97M-V/def2-TZVPD",
  "energy_ha": -5485.56900,
  "multiplicity": 1,
  "fmax_ev_per_a": 0.577,
  "e_above_lowest_kj_mol": 0.0,
  "charge": 1,
  "symbols": ["Pd", "O", "C", "O", "C", "P", "C", "C", "C", "C", "C", "C", "C", "C", "C", "C", "C", "C", "H", "H", "H", "H", "H", "H", "H", "H", "H", "H", "H", "H", "O", "S", "C", "C", "C", "C", "S", "O", "C", "C", "C", "C", "C", "C", "C", "C", "C", "C", "C", "C", "H", "H", "H", "H", "H", "H", "H", "H", "H", "H", "H", "H", "H", "H", "H", "H", "H", "H", "Se", "N", "C", "C", "C", "C", "N", "C", "N", "H", "H", "H"],
  "positions_angstrom": [[0.03287, -0.91395, -0.06732], [-2.22498, -2.12557, -3.51999], [-1.71453, -2.14064, -2.41613], [-0.49963, -1.91302, -2.10422], [-2.59947, -2.50908, -1.19933], [-1.88444, -1.89765, 0.34528], [-1.77438, -3.27581, 1.48784], [-2.35899, -3.25008, 2.75034], [-2.25799, -4.36124, 3.57819], [-1.56789, -5.48401, 3.15065], [-0.96216, -5.50220, 1.89831], [-1.06119, -4.40092, 1.06745], [-2.99863, -0.66760, 1.03198], [-4.34218, -1.01086, 1.20911], [-5.22501, -0.09698, 1.75519], [-4.77289, 1.16443, 2.12637], [-3.44331, 1.51076, 1.94606], [-2.55081, 0.59673, 1.40178], [-2.65803, -3.59884, -1.15355], [-3.61206, -2.11873, -1.31243], [-2.89760, -2.37321, 3.08764], [-2.72347, -4.34624, 4.55420], [-1.50292, -6.35235, 3.79213], [-0.41379, -6.37458, 1.57084], [-0.57736, -4.41015, 0.09678], [-4.70213, -1.98884, 0.91186], [-6.26381, -0.36517, 1.88777], [-5.46399, 1.87870, 2.55267], [-3.09596, 2.49740, 2.22035], [-1.51715, 0.88148, 1.24193], [-0.83788, 0.92488, -1.21263], [-1.68036, 0.95675, -2.48347], [-0.56655, 0.64888, -3.87195], [0.82327, 1.23058, -3.64318], [1.73351, 0.24560, -2.90429], [2.85902, 0.91643, -2.13783], [2.27810, 1.72339, -0.61972], [1.59487, 0.70176, 0.26827], [3.87924, 1.93810, 0.13985], [4.89985, 2.60411, -0.52931], [6.12587, 2.76081, 0.09638], [6.32468, 2.26353, 1.37841], [5.29412, 1.61638, 2.04050], [4.05892, 1.45461, 1.42598], [-1.97628, 2.69327, -2.71746], [-1.35916, 3.60353, -1.87488], [-1.59528, 4.95933, -2.06598], [-2.43880, 5.38405, -3.08046], [-3.06527, 4.45738, -3.90569], [-2.84230, 3.10318, -3.72302], [-1.07638, 1.07810, -4.73619], [-0.56031, -0.43682, -3.97263], [0.74092, 2.16763, -3.07978], [1.26719, 1.49767, -4.60433], [2.17910, -0.46807, -3.59905], [1.13117, -0.36335, -2.23140], [3.28325, 1.74351, -2.71257], [3.66179, 0.23106, -1.86326], [4.75068, 3.00422, -1.52320], [6.92718, 3.27169, -0.41962], [7.28413, 2.38898, 1.86149], [5.44815, 1.23534, 3.04094], [3.24251, 0.95174, 1.92542], [-0.71705, 3.24418, -1.08315], [-1.12003, 5.68225, -1.41650], [-2.61758, 6.44073, -3.22538], [-3.73566, 4.79153, -4.68523], [-3.34228, 2.37602, -4.35089], [4.63599, -2.08944, 0.51145], [4.55418, -1.92606, 2.26977], [3.27584, -1.78153, 2.56942], [2.75834, -1.59837, 3.89232], [1.42062, -1.45933, 4.02011], [0.58065, -1.48668, 2.85684], [0.99657, -1.66469, 1.63666], [2.36706, -1.81437, 1.46175], [2.88929, -1.99694, 0.27264], [3.43229, -1.58013, 4.73687], [0.95268, -1.31618, 4.98273], [-0.48597, -1.36101, 2.99352]]
}

{
  "formula": "C3H5NO2",
  "method": "ωB97M-V/def2-TZVPD",
  "energy_ha": -322.56826,
  "multiplicity": 1,
  "fmax_ev_per_a": 0.493,
  "e_above_lowest_kj_mol": 15.9,
  "symbols": ["O", "C", "N", "C", "C", "O", "H", "H", "H", "H", "H"],
  "positions_angstrom": [[-1.70631, -1.97112, -0.38341], [-0.88255, -1.10740, -0.24028], [-1.03837, 0.13456, 0.32956], [0.23892, 0.77608, 0.55367], [1.02802, 0.07198, -0.55377], [0.41563, -1.21584, -0.65504], [-1.88235, 0.33625, 0.84596], [0.18326, 1.85841, 0.40457], [0.66453, 0.57094, 1.54774], [2.09260, -0.05035, -0.34512], [0.88663, 0.59649, -1.50388]]
}

{
  "formula": "C9H14",
  "method": "ωB97M-V/def2-TZVPD",
  "energy_ha": -351.29983,
  "multiplicity": 1,
  "fmax_ev_per_a": 2.555,
  "e_above_lowest_kj_mol": 79.7,
  "symbols": ["C", "C", "H", "H", "H", "H", "H", "H", "C", "C", "C", "C", "C", "C", "C", "H", "H", "H", "H", "H", "H", "H", "H"],
  "positions_angstrom": [[-0.16123, -2.60545, 0.77526], [-0.35835, -1.75740, 2.04587], [0.22375, -3.62791, 0.88646], [-1.15930, -2.97279, 0.46683], [0.25584, -2.07497, -0.06952], [-0.73881, -2.40546, 2.82744], [-1.08888, -1.02028, 1.73682], [0.60935, -1.38730, 2.37859], [1.62304, 0.80467, 0.92265], [-1.26054, 1.56243, -2.19611], [-1.01453, 2.44793, -1.14908], [-0.47872, 0.44207, -2.35153], [-0.15845, 2.06611, -0.11289], [0.52687, 0.21758, -1.40300], [0.65606, 0.93020, -0.24251], [-2.08612, 1.78799, -2.86288], [-1.73783, 3.24137, -0.99724], [-0.53940, -0.23859, -3.18633], [-0.08746, 2.77854, 0.69946], [1.22091, -0.59700, -1.61139], [2.34103, 1.61154, 0.74580], [2.25310, -0.08839, 0.80726], [1.15967, 0.88513, 1.89003]]
}

{
  "formula": "C50H45N4",
  "method": "ωB97M-V/def2-TZVPD",
  "energy_ha": -2151.04854,
  "multiplicity": 1,
  "fmax_ev_per_a": 2.065,
  "charge": 1,
  "symbols": ["C", "C", "C", "N", "C", "N", "C", "C", "C", "C", "C", "C", "C", "C", "C", "H", "H", "H", "H", "H", "H", "H", "H", "H", "H", "H", "H", "H", "H", "H", "H", "C", "C", "C", "C", "N", "C", "C", "C", "C", "C", "C", "C", "C", "C", "C", "C", "C", "C", "C", "C", "N", "C", "C", "C", "C", "C", "C", "C", "C", "C", "C", "C", "C", "C", "C", "C", "C", "C", "C", "H", "H", "H", "H", "H", "H", "H", "H", "H", "H", "H", "H", "H", "H", "H", "H", "H", "H", "H", "H", "H", "H", "H", "H", "H", "H", "H", "H", "H"],
  "positions_angstrom": [[2.63499, 3.80560, 1.98310], [2.01316, 2.85858, 2.94773], [0.63136, 2.90259, 3.19278], [-0.16769, 3.82810, 2.48529], [0.05409, 4.14815, 1.16448], [-1.04924, 4.81999, 0.77706], [-1.36140, 5.23968, -0.56219], [-1.89888, 5.06453, 1.86601], [-1.36018, 4.44150, 2.92304], [0.02948, 1.94218, 4.02737], [-1.45026, 1.81417, 4.13881], [0.84197, 1.03122, 4.70928], [2.23182, 1.01886, 4.55570], [3.06530, 0.03680, 5.33407], [2.80103, 1.93034, 3.64259], [3.67780, 3.52682, 1.80304], [2.09997, 3.79193, 1.01697], [2.63985, 4.84050, 2.34030], [-0.76404, 4.67636, -1.28394], [-2.42378, 5.05983, -0.76320], [-1.18881, 6.31538, -0.69772], [-2.81107, 5.62222, 1.76609], [-1.72247, 4.38731, 3.92985], [-1.69009, 0.87928, 4.65355], [-1.90792, 2.60649, 4.73853], [-1.95761, 1.77928, 3.16707], [0.35355, 0.29882, 5.35786], [4.13746, 0.15737, 5.14246], [2.91061, 0.14149, 6.41617], [2.80865, -1.00518, 5.09891], [3.88113, 1.91664, 3.46619], [6.97086, 2.72952, -7.16080], [7.18762, 3.30635, -5.90505], [6.12677, 3.89229, -5.22004], [4.84496, 3.90731, -5.79613], [3.79325, 4.55292, -5.07993], [3.43286, 5.88400, -5.43397], [2.56950, 6.10293, -6.51420], [2.24647, 7.40715, -6.88393], [2.75652, 8.49077, -6.15889], [3.60860, 8.26354, -5.07175], [3.94848, 6.96321, -4.70809], [2.87862, 3.80632, -4.31490], [2.66618, 4.13911, -2.96453], [1.77361, 3.41899, -2.19409], [0.97308, 2.38634, -2.76656], [0.03561, 1.68755, -1.96987], [-1.04237, 0.91673, -2.47712], [-1.45983, -0.26257, -1.79136], [-2.48510, -1.04846, -2.27465], [-3.23767, -0.61630, -3.38428], [-4.34206, -1.34271, -3.80067], [-5.35753, -0.72661, -4.58639], [-5.33313, -0.87439, -5.97247], [-6.30167, -0.22549, -6.74583], [-7.32121, 0.49977, -6.11975], [-7.38178, 0.57860, -4.72473], [-6.38115, -0.01041, -3.94946], [-4.36512, -2.75700, -3.64894], [-5.13167, -3.33024, -2.62916], [-5.18728, -4.72068, -2.51112], [-4.50541, -5.52945, -3.42609], [-3.75465, -4.94899, -4.45396], [-3.66186, -3.55853, -4.55497], [-2.86328, 0.55827, -4.06697], [-1.75563, 1.27903, -3.65893], [1.18617, 2.09088, -4.14970], [2.13210, 2.77606, -4.89789], [4.62880, 3.35702, -7.05873], [5.69761, 2.76292, -7.74054], [7.79887, 2.25519, -7.69118], [8.18121, 3.30260, -5.45316], [6.26056, 4.36552, -4.24403], [2.17043, 5.23620, -7.04966], [1.58495, 7.57369, -7.73537], [2.47806, 9.50947, -6.43228], [4.00481, 9.10241, -4.49701], [4.61178, 6.75371, -3.86380], [3.23480, 4.96220, -2.53321], [1.63883, 3.65513, -1.13637], [0.18731, 1.69911, -0.89142], [-0.91851, -0.56319, -0.89576], [-2.74234, -1.99322, -1.79232], [-4.55280, -1.48891, -6.42564], [-6.25168, -0.30278, -7.83052], [-8.07926, 0.99986, -6.72801], [-8.20287, 1.10126, -4.23239], [-6.38751, 0.04824, -2.85800], [-5.66296, -2.67313, -1.93665], [-5.75931, -5.16375, -1.69490], [-4.54618, -6.61811, -3.32892], [-3.22551, -5.57075, -5.17674], [-3.06268, -3.07903, -5.33355], [-3.43737, 0.85604, -4.94688], [-1.43962, 2.14712, -4.24031], [0.60459, 1.30779, -4.63576], [2.28088, 2.56348, -5.95757], [3.63006, 3.41129, -7.50116], [5.52594, 2.32955, -8.72554]]
}

{
  "formula": "C3H11N2",
  "method": "ωB97M-V/def2-TZVPD",
  "energy_ha": -230.14507,
  "multiplicity": 1,
  "fmax_ev_per_a": 2.481,
  "e_above_lowest_kj_mol": 97.9,
  "charge": 1,
  "symbols": ["N", "C", "C", "C", "N", "H", "H", "H", "H", "H", "H", "H", "H", "H", "H", "H"],
  "positions_angstrom": [[-1.33870, 0.98032, -0.62652], [0.16049, 0.47618, -0.18652], [0.65238, -0.33775, -1.35156], [-0.11617, -0.38374, 1.05367], [1.19975, -0.49721, 1.66642], [-1.37826, 1.93253, -0.97655], [-1.82663, 0.97382, 0.25134], [-1.78389, 0.24077, -1.15922], [0.70280, 1.39581, -0.00523], [-0.14099, -0.85366, -1.90291], [1.26138, -1.17530, -1.01360], [1.09798, 0.23292, -2.16360], [-0.70128, 0.19448, 1.77334], [-0.68053, -1.24915, 0.70853], [1.19343, -0.64493, 2.66571], [1.69821, -1.28508, 1.26669]]
}

{
  "formula": "C2H2FI",
  "method": "ωB97M-V/def2-TZVPD",
  "energy_ha": -474.77987,
  "multiplicity": 3,
  "fmax_ev_per_a": 3.649,
  "e_above_lowest_kj_mol": 0.0,
  "symbols": ["C", "C", "F", "I", "H", "H"],
  "positions_angstrom": [[0.93575, 0.26821, 0.03912], [-0.56675, -0.40435, -0.00074], [-0.75802, -1.73589, 0.00949], [-2.34551, 0.67339, 0.02902], [0.83611, 1.28077, 0.13471], [1.89841, -0.08214, -0.21160]]
}

{
  "formula": "C29H26N7O2SZn",
  "method": "ωB97M-V/def2-TZVPD",
  "energy_ha": -3831.85913,
  "multiplicity": 1,
  "fmax_ev_per_a": 0.610,
  "e_above_lowest_kj_mol": 0.0,
  "charge": 1,
  "symbols": ["Zn", "C", "O", "C", "C", "C", "C", "C", "C", "N", "N", "C", "C", "O", "C", "C", "C", "C", "C", "C", "C", "C", "H", "H", "H", "H", "H", "H", "H", "H", "H", "H", "H", "H", "H", "C", "N", "C", "C", "N", "C", "S", "C", "C", "C", "C", "C", "N", "H", "H", "H", "H", "H", "H", "H", "H", "H", "N", "C", "C", "C", "N", "H", "H", "H", "H"],
  "positions_angstrom": [[-0.84007, -0.43992, -0.41424], [-1.20487, -1.45439, -3.67447], [-0.34553, -1.00505, -2.62797], [1.00768, -1.19484, -2.79317], [1.57298, -1.54096, -4.01150], [2.94667, -1.70139, -4.11837], [3.75697, -1.51147, -3.01000], [3.19263, -1.15748, -1.79500], [1.81635, -0.99531, -1.66586], [1.16889, -0.61841, -0.45217], [1.97483, -0.41928, 0.52100], [1.60448, -0.07948, 1.76253], [0.25139, 0.11251, 2.23146], [-0.77261, 0.10733, 1.48382], [0.04815, 0.31696, 3.64150], [1.08269, 0.39772, 4.49958], [2.44860, 0.29552, 4.06851], [3.50286, 0.43057, 4.98473], [4.80814, 0.34924, 4.56829], [5.08239, 0.13261, 3.21381], [4.06023, -0.00580, 2.30160], [2.71892, 0.06674, 2.70877], [-0.98197, -2.48982, -3.93332], [-2.21747, -1.37780, -3.29143], [-1.10570, -0.81884, -4.55423], [0.95293, -1.68724, -4.88371], [3.37929, -1.97422, -5.07223], [4.82882, -1.63515, -3.08668], [3.81081, -1.00785, -0.92130], [-0.97805, 0.40748, 3.97408], [0.89269, 0.55105, 5.55673], [3.27177, 0.60292, 6.02969], [5.61657, 0.45553, 5.27868], [6.11023, 0.07680, 2.87835], [4.28212, -0.16628, 1.25642], [-6.06607, 0.63176, -0.50827], [-4.98977, 1.60328, -0.38902], [-5.15267, 2.95566, -0.15914], [-3.93572, 3.50455, -0.13718], [-3.00309, 2.47858, -0.35345], [-3.68224, 1.29996, -0.52767], [-3.19420, -0.27913, -0.87169], [-1.60183, 2.75425, -0.43847], [-1.13783, 3.96561, 0.06399], [0.18267, 4.30906, -0.14518], [0.99955, 3.44147, -0.85091], [0.46554, 2.23196, -1.23897], [-0.80520, 1.86681, -1.01676], [-6.99947, 1.12526, -0.25458], [-5.89128, -0.19977, 0.17092], [-6.11731, 0.24548, -1.52515], [-6.12080, 3.41016, -0.04041], [-3.65975, 4.53419, -0.02876], [-1.77872, 4.62193, 0.63062], [0.56312, 5.24561, 0.24100], [2.03295, 3.67673, -1.06318], [1.08759, 1.50085, -1.73883], [-0.02411, -3.33553, 0.20940], [-0.28830, -4.65310, 0.18634], [-1.60188, -4.78929, -0.19786], [-2.04906, -3.47605, -0.40428], [-1.08656, -2.59806, -0.14631], [0.83956, -2.87783, 0.45525], [0.46235, -5.38197, 0.44264], [-2.16449, -5.69961, -0.31142], [-3.02679, -3.13478, -0.70657]]
}

{
  "formula": "C2H5N5S",
  "method": "ωB97M-V/def2-TZVPD",
  "energy_ha": -751.10204,
  "multiplicity": 1,
  "fmax_ev_per_a": 2.558,
  "e_above_lowest_kj_mol": 104.2,
  "symbols": ["C", "C", "H", "H", "H", "H", "H", "N", "N", "N", "N", "N", "S"],
  "positions_angstrom": [[-2.14415, -0.07895, 0.21459], [0.27979, -0.23650, -0.26126], [-2.67904, 0.09849, -0.78961], [-2.82067, 0.28698, 1.10973], [-2.01951, -1.19200, 0.40180], [-0.66629, 1.49383, 0.44400], [2.85857, 1.46134, 1.25585], [-0.78500, 0.45655, 0.22732], [0.24095, -1.46016, -0.73090], [1.53223, -1.84408, -0.94263], [2.33238, -0.89490, -0.73487], [1.56930, 0.17399, -0.21199], [2.30143, 1.73542, 0.01799]]
}